Here is C28H38N2O3 in the gas phase from the Open Molecules 2025 dataset. Energies are from ωB97M-V/def2-TZVPD.

The geometry in XYZ format:
```
71
C28H38N2O3 | the Open Molecules 2025 dataset | ωB97M-V/def2-TZVPD
O -5.3562 -1.7514 -1.0234
C -4.6780 -1.1570 -0.2027
C -3.2542 -1.5314 0.0547
C -2.8262 -1.9755 1.3036
C -1.5071 -2.3155 1.5064
C -0.5725 -2.2086 0.4717
O 0.6983 -2.5495 0.8010
C 1.7628 -2.2887 -0.1003
C 2.1074 -0.7995 -0.1556
C 3.3459 -0.5910 -1.0189
N 4.4612 -1.3325 -0.4682
C 5.7524 -0.9503 -1.0115
C 6.5440 -0.1221 0.0197
C 5.7946 1.1246 0.3829
C 4.8963 1.1199 1.4426
C 4.1505 2.2461 1.7397
C 4.2980 3.3967 0.9837
C 5.1969 3.4145 -0.0689
C 5.9379 2.2846 -0.3678
C 4.1930 -2.7542 -0.4686
C 2.9819 -3.0530 0.4109
C -1.0086 -1.8028 -0.7862
C -2.3403 -1.4875 -0.9876
N -5.1738 -0.1373 0.5430
C -6.5384 0.2987 0.3320
C -6.5672 1.6494 -0.3814
C -5.7336 2.6688 0.3920
C -4.3074 2.1578 0.6321
C -3.4997 2.0838 -0.6682
C -1.9983 1.9395 -0.4333
C -1.2278 1.9415 -1.7496
O 0.1301 1.6614 -1.4760
C -4.3899 0.7870 1.3251
H -3.5345 -2.0593 2.1152
H -1.1636 -2.6627 2.4681
H 1.5075 -2.6588 -1.1045
H 2.3212 -0.4569 0.8574
H 1.2754 -0.2106 -0.5432
H 3.6017 0.4694 -1.0275
H 3.1277 -0.9058 -2.0593
H 6.3349 -1.8418 -1.2631
H 5.6340 -0.3627 -1.9311
H 6.6945 -0.7358 0.9083
H 7.5177 0.1277 -0.4061
H 4.7784 0.2206 2.0280
H 3.4506 2.2282 2.5625
H 3.7160 4.2768 1.2145
H 5.3202 4.3109 -0.6600
H 6.6362 2.3026 -1.1935
H 5.0655 -3.2740 -0.0664
H 4.0041 -3.1374 -1.4908
H 3.1850 -2.7326 1.4326
H 2.7746 -4.1237 0.4180
H -0.3249 -1.7275 -1.6162
H -2.6770 -1.1889 -1.9694
H -7.0308 0.3806 1.3081
H -7.0412 -0.4657 -0.2626
H -6.1711 1.5301 -1.3903
H -7.5990 1.9944 -0.4635
H -6.2076 2.8543 1.3595
H -5.7042 3.6163 -0.1497
H -3.7992 2.8489 1.3134
H -3.6778 2.9954 -1.2445
H -3.8468 1.2398 -1.2664
H -1.6301 2.7583 0.1873
H -1.7733 1.0036 0.0787
H -1.6434 1.1765 -2.4215
H -1.3271 2.9200 -2.2405
H 0.6413 1.7521 -2.2865
H -4.8754 0.9091 2.3012
H -3.3905 0.3874 1.4856
```

Calculated values
Energy relative to the best compared isomer or geometry (same formula, charge and spin) ... 1.1 kcal/mol
Total energy ... -38776.4039 eV
E_HOMO ... -8.37 eV
SMILES ... O=C(c1ccc(OC2CCN(CCc3ccccc3)CC2)cc1)N1CCC[C@H](CCCO)C1
Gap between HOMO and LUMO ... 9.00 eV

Here is C28H38N2O5 in the gas phase from the Open Molecules 2025 dataset. Energies are from ωB97M-V/def2-TZVPD.

The geometry in XYZ format:
```
73
C28H38N2O5 | the Open Molecules 2025 dataset | ωB97M-V/def2-TZVPD
C -1.1586 -0.3758 -4.3764
C -0.9105 -1.1081 -3.0609
O -1.2589 -0.3461 -1.9153
C -0.3684 0.6669 -1.5586
O 0.9310 0.1704 -1.3188
C 1.0871 -0.5140 -0.1350
C 2.2444 -1.4757 -0.1042
O 2.0273 -2.6483 0.1622
N 3.4751 -0.9939 -0.3652
C 3.7495 0.4136 -0.5637
C 3.6401 1.2459 0.7207
C 4.6304 0.8880 1.8305
C 4.4433 -0.5272 2.3970
C 5.4969 -1.5411 1.9397
C 5.7808 -1.5716 0.4391
C 4.5794 -1.9331 -0.4296
C 0.2427 -0.4259 0.8869
C -0.9850 0.4285 0.8603
C -2.2118 -0.4319 0.8169
C -2.2866 -1.7517 0.5287
N -3.6047 -2.1878 0.5482
C -4.0581 -3.4641 0.2797
C -2.9840 -4.4704 -0.0525
O -5.2335 -3.7456 0.3104
C -4.4014 -1.0892 0.8680
C -5.7741 -0.9832 1.0195
C -6.2872 0.2569 1.3538
C -5.4605 1.3625 1.5386
C -4.0922 1.2609 1.3891
C -3.5553 0.0250 1.0459
C -0.9546 1.3960 -0.3423
C -0.1567 2.6695 -0.0425
C -0.5576 3.8646 -0.9096
C -1.9120 4.4469 -0.5095
O -1.8409 4.8832 0.8321
H -0.4760 0.4624 -4.4945
H -2.1799 -0.0041 -4.4061
H -1.0067 -1.0623 -5.2046
H -1.5529 -1.9899 -2.9997
H 0.1366 -1.4279 -2.9931
H -0.2194 1.3726 -2.3935
H 4.7533 0.5021 -0.9818
H 3.0473 0.8163 -1.2985
H 2.6267 1.1456 1.1148
H 3.7879 2.2931 0.4444
H 5.6535 1.0174 1.4738
H 4.4830 1.6144 2.6328
H 3.4483 -0.8916 2.1439
H 4.4938 -0.4860 3.4876
H 5.1743 -2.5342 2.2587
H 6.4391 -1.3208 2.4494
H 6.1979 -0.6146 0.1229
H 6.5474 -2.3275 0.2526
H 4.1753 -2.9000 -0.1208
H 4.9101 -2.0110 -1.4741
H 0.4199 -1.0216 1.7676
H -1.0302 1.0255 1.7801
H -1.4789 -2.4167 0.3015
H -2.2910 -4.5783 0.7790
H -2.4277 -4.1577 -0.9332
H -3.4595 -5.4277 -0.2489
H -6.4157 -1.8373 0.8823
H -7.3539 0.3695 1.4783
H -5.9019 2.3119 1.8060
H -3.4499 2.1158 1.5418
H -1.9840 1.6515 -0.6014
H -0.3076 2.9605 0.9977
H 0.9068 2.4650 -0.1822
H -0.5949 3.5870 -1.9638
H 0.1910 4.6485 -0.7858
H -2.1510 5.2904 -1.1733
H -2.7021 3.6913 -0.6233
H -2.6841 5.2741 1.0805
```

Calculated values
Energy relative to the best compared isomer or geometry (same formula, charge and spin) ... 0.0 kcal/mol
Total energy ... -42871.1113 eV
E_HOMO ... -7.98 eV
SMILES ... CCO[C@@H]1OC(C(=O)N2CCCCCCC2)=C[C@H](c2cn(C(C)=O)c3ccccc23)[C@H]1CCCO
Gap between HOMO and LUMO ... 8.60 eV

Here is a molecular structure, C28H38N4P2Pt from the Open Molecules 2025 dataset. Energies are from ωB97M-V/def2-TZVPD.

The geometry in XYZ format:
```
73
C28H38N4P2Pt | the Open Molecules 2025 dataset | ωB97M-V/def2-TZVPD
Pt -0.0911 1.1209 -3.2085
C -1.5155 1.2638 -5.5127
C -1.3544 -0.0948 -5.7420
C -0.3964 -0.5234 -6.8545
C 0.9163 0.3051 -6.8487
C 1.3332 0.7742 -5.5270
C 0.9227 1.9438 -4.7611
C 0.1501 2.9974 -5.5533
C -0.9704 2.3611 -6.3731
C 1.0000 1.2847 -1.2180
H -2.3810 1.6367 -4.9794
H -2.2417 -0.7657 -5.6856
H -0.8556 -0.3806 -7.8473
H -0.1404 -1.5873 -6.8170
H 1.7276 -0.3547 -7.1922
H 0.8978 1.0706 -7.6481
H 2.3322 0.4363 -5.2554
H 1.8384 2.4327 -4.4129
H 0.8992 3.5018 -6.1558
H -0.2914 3.7325 -4.8675
H -1.7668 3.1063 -6.5267
H -0.6245 2.0306 -7.3605
H 0.6653 2.2322 -0.7585
H 2.0859 1.2519 -1.0644
H 0.6461 0.4420 -0.6033
P 1.5896 -0.7124 -2.8596
P -1.7596 -0.5509 -3.4660
N 3.1842 0.1820 -3.2608
N 2.3192 -1.8687 -1.7837
N -3.5473 0.7264 -3.5195
N -2.8748 -1.4558 -2.2200
C 0.7896 -1.8046 -4.0653
C -0.7236 -2.0269 -3.7979
C 3.3387 1.5617 -3.0550
C 4.5656 1.9735 -3.5396
C 5.2115 0.8197 -4.0807
C 4.3593 -0.2717 -3.8744
C 3.0095 -1.4297 -0.6288
C 3.9899 -2.3512 -0.3208
C 3.9402 -3.3839 -1.3144
C 2.9412 -3.0700 -2.2002
C -3.4481 2.1176 -3.3758
C -4.6719 2.7164 -3.6892
C -5.5641 1.6608 -4.0175
C -4.8322 0.4534 -3.8935
C -3.9318 -2.2853 -2.5669
C -4.3616 -2.9504 -1.4177
C -3.5047 -2.5371 -0.3491
C -2.5818 -1.6465 -0.8771
H 1.2781 -2.7750 -4.0685
H 0.9512 -1.3648 -5.0570
H -1.2107 -2.4676 -4.6763
H -0.8525 -2.6798 -2.9334
H 2.5910 2.2054 -2.6179
H 4.9326 2.9858 -3.5144
H 6.1879 0.7944 -4.5371
H 4.4811 -1.3212 -4.0909
H 2.6770 -0.5327 -0.1208
H 4.6824 -2.3021 0.5110
H 4.5860 -4.2653 -1.3575
H 2.5505 -3.6228 -3.0473
H -2.5248 2.6203 -3.1265
H -4.8728 3.7844 -3.6516
H -6.5913 1.7246 -4.3152
H -5.1786 -0.5601 -4.0698
H -4.2946 -2.3284 -3.5846
H -5.1856 -3.6372 -1.3580
H -3.5604 -2.8662 0.6808
H -1.7487 -1.1219 -0.4235
C -1.3702 1.3435 -1.5096
H -2.4213 1.0934 -1.6142
H -1.3205 2.4142 -1.2644
H -1.0703 0.7703 -0.6289
```

Calculated values
Energy relative to the best compared isomer or geometry (same formula, charge and spin) ... 0.5 kcal/mol
Total energy ... -57424.5744 eV
E_HOMO (alpha / beta) ... -6.69 / -7.04 eV
Gap between HOMO and LUMO (alpha / beta) ... 5.86 / 5.46 eV
2S+1 ... 3

What did the second record say?
Here is C28H38N2O5 in the gas phase from the Open Molecules 2025 dataset. Energies are from ωB97M-V/def2-TZVPD.

The geometry in XYZ format:
```
73
C28H38N2O5 | the Open Molecules 2025 dataset | ωB97M-V/def2-TZVPD
C -1.1586 -0.3758 -4.3764
C -0.9105 -1.1081 -3.0609
O -1.2589 -0.3461 -1.9153
C -0.3684 0.6669 -1.5586
O 0.9310 0.1704 -1.3188
C 1.0871 -0.5140 -0.1350
C 2.2444 -1.4757 -0.1042
O 2.0273 -2.6483 0.1622
N 3.4751 -0.9939 -0.3652
C 3.7495 0.4136 -0.5637
C 3.6401 1.2459 0.7207
C 4.6304 0.8880 1.8305
C 4.4433 -0.5272 2.3970
C 5.4969 -1.5411 1.9397
C 5.7808 -1.5716 0.4391
C 4.5794 -1.9331 -0.4296
C 0.2427 -0.4259 0.8869
C -0.9850 0.4285 0.8603
C -2.2118 -0.4319 0.8169
C -2.2866 -1.7517 0.5287
N -3.6047 -2.1878 0.5482
C -4.0581 -3.4641 0.2797
C -2.9840 -4.4704 -0.0525
O -5.2335 -3.7456 0.3104
C -4.4014 -1.0892 0.8680
C -5.7741 -0.9832 1.0195
C -6.2872 0.2569 1.3538
C -5.4605 1.3625 1.5386
C -4.0922 1.2609 1.3891
C -3.5553 0.0250 1.0459
C -0.9546 1.3960 -0.3423
C -0.1567 2.6695 -0.0425
C -0.5576 3.8646 -0.9096
C -1.9120 4.4469 -0.5095
O -1.8409 4.8832 0.8321
H -0.4760 0.4624 -4.4945
H -2.1799 -0.0041 -4.4061
H -1.0067 -1.0623 -5.2046
H -1.5529 -1.9899 -2.9997
H 0.1366 -1.4279 -2.9931
H -0.2194 1.3726 -2.3935
H 4.7533 0.5021 -0.9818
H 3.0473 0.8163 -1.2985
H 2.6267 1.1456 1.1148
H 3.7879 2.2931 0.4444
H 5.6535 1.0174 1.4738
H 4.4830 1.6144 2.6328
H 3.4483 -0.8916 2.1439
H 4.4938 -0.4860 3.4876
H 5.1743 -2.5342 2.2587
H 6.4391 -1.3208 2.4494
H 6.1979 -0.6146 0.1229
H 6.5474 -2.3275 0.2526
H 4.1753 -2.9000 -0.1208
H 4.9101 -2.0110 -1.4741
H 0.4199 -1.0216 1.7676
H -1.0302 1.0255 1.7801
H -1.4789 -2.4167 0.3015
H -2.2910 -4.5783 0.7790
H -2.4277 -4.1577 -0.9332
H -3.4595 -5.4277 -0.2489
H -6.4157 -1.8373 0.8823
H -7.3539 0.3695 1.4783
H -5.9019 2.3119 1.8060
H -3.4499 2.1158 1.5418
H -1.9840 1.6515 -0.6014
H -0.3076 2.9605 0.9977
H 0.9068 2.4650 -0.1822
H -0.5949 3.5870 -1.9638
H 0.1910 4.6485 -0.7858
H -2.1510 5.2904 -1.1733
H -2.7021 3.6913 -0.6233
H -2.6841 5.2741 1.0805
```

Calculated values
Energy relative to the best compared isomer or geometry (same formula, charge and spin) ... 0.0 kcal/mol
Total energy ... -42871.1113 eV
E_HOMO ... -7.98 eV
SMILES ... CCO[C@@H]1OC(C(=O)N2CCCCCCC2)=C[C@H](c2cn(C(C)=O)c3ccccc23)[C@H]1CCCO
Gap between HOMO and LUMO ... 8.60 eV

Copy entry 2 word for word.
Here is C28H38N2O5 in the gas phase from the Open Molecules 2025 dataset. Energies are from ωB97M-V/def2-TZVPD.

The geometry in XYZ format:
```
73
C28H38N2O5 | the Open Molecules 2025 dataset | ωB97M-V/def2-TZVPD
C -1.1586 -0.3758 -4.3764
C -0.9105 -1.1081 -3.0609
O -1.2589 -0.3461 -1.9153
C -0.3684 0.6669 -1.5586
O 0.9310 0.1704 -1.3188
C 1.0871 -0.5140 -0.1350
C 2.2444 -1.4757 -0.1042
O 2.0273 -2.6483 0.1622
N 3.4751 -0.9939 -0.3652
C 3.7495 0.4136 -0.5637
C 3.6401 1.2459 0.7207
C 4.6304 0.8880 1.8305
C 4.4433 -0.5272 2.3970
C 5.4969 -1.5411 1.9397
C 5.7808 -1.5716 0.4391
C 4.5794 -1.9331 -0.4296
C 0.2427 -0.4259 0.8869
C -0.9850 0.4285 0.8603
C -2.2118 -0.4319 0.8169
C -2.2866 -1.7517 0.5287
N -3.6047 -2.1878 0.5482
C -4.0581 -3.4641 0.2797
C -2.9840 -4.4704 -0.0525
O -5.2335 -3.7456 0.3104
C -4.4014 -1.0892 0.8680
C -5.7741 -0.9832 1.0195
C -6.2872 0.2569 1.3538
C -5.4605 1.3625 1.5386
C -4.0922 1.2609 1.3891
C -3.5553 0.0250 1.0459
C -0.9546 1.3960 -0.3423
C -0.1567 2.6695 -0.0425
C -0.5576 3.8646 -0.9096
C -1.9120 4.4469 -0.5095
O -1.8409 4.8832 0.8321
H -0.4760 0.4624 -4.4945
H -2.1799 -0.0041 -4.4061
H -1.0067 -1.0623 -5.2046
H -1.5529 -1.9899 -2.9997
H 0.1366 -1.4279 -2.9931
H -0.2194 1.3726 -2.3935
H 4.7533 0.5021 -0.9818
H 3.0473 0.8163 -1.2985
H 2.6267 1.1456 1.1148
H 3.7879 2.2931 0.4444
H 5.6535 1.0174 1.4738
H 4.4830 1.6144 2.6328
H 3.4483 -0.8916 2.1439
H 4.4938 -0.4860 3.4876
H 5.1743 -2.5342 2.2587
H 6.4391 -1.3208 2.4494
H 6.1979 -0.6146 0.1229
H 6.5474 -2.3275 0.2526
H 4.1753 -2.9000 -0.1208
H 4.9101 -2.0110 -1.4741
H 0.4199 -1.0216 1.7676
H -1.0302 1.0255 1.7801
H -1.4789 -2.4167 0.3015
H -2.2910 -4.5783 0.7790
H -2.4277 -4.1577 -0.9332
H -3.4595 -5.4277 -0.2489
H -6.4157 -1.8373 0.8823
H -7.3539 0.3695 1.4783
H -5.9019 2.3119 1.8060
H -3.4499 2.1158 1.5418
H -1.9840 1.6515 -0.6014
H -0.3076 2.9605 0.9977
H 0.9068 2.4650 -0.1822
H -0.5949 3.5870 -1.9638
H 0.1910 4.6485 -0.7858
H -2.1510 5.2904 -1.1733
H -2.7021 3.6913 -0.6233
H -2.6841 5.2741 1.0805
```

Calculated values
Energy relative to the best compared isomer or geometry (same formula, charge and spin) ... 0.0 kcal/mol
Total energy ... -42871.1113 eV
E_HOMO ... -7.98 eV
SMILES ... CCO[C@@H]1OC(C(=O)N2CCCCCCC2)=C[C@H](c2cn(C(C)=O)c3ccccc23)[C@H]1CCCO
Gap between HOMO and LUMO ... 8.60 eV